(1)
{
  "formula": "C17H22FN3O3",
  "method": "ωB97M-V with the def2-TZVPD basis set",
  "elements": ["O", "C", "N", "C", "C", "C", "C", "C", "C", "H", "H", "F", "H", "H", "H", "C", "N", "C", "C", "N", "C", "O", "C", "H", "C", "H", "H", "C", "H", "C", "H", "O", "H", "H", "C", "H", "C", "H", "H", "H", "H", "H", "H", "H", "H", "H"],
  "coordinates": [[1.54618, 1.68760, 0.54423], [1.02441, 0.95810, 1.35030], [0.90613, 1.23300, 2.68463], [1.34333, 2.35699, 3.39336], [2.01306, 3.41761, 2.78788], [2.41918, 4.50122, 3.54381], [2.15393, 4.51975, 4.90051], [1.49087, 3.47816, 5.52394], [1.08781, 2.39813, 4.76386], [0.56880, 1.57722, 5.23821], [1.29779, 3.51953, 6.58397], [2.55075, 5.57856, 5.63834], [2.93866, 5.32878, 3.08807], [2.21233, 3.38751, 1.73040], [0.44484, 0.53752, 3.25530], [0.41282, -0.40228, 1.01136], [0.47384, -0.68810, -0.40143], [-0.42224, 0.14841, -1.18114], [-0.18436, -0.09944, -2.66771], [-0.38125, -1.50311, -2.97018], [-1.42975, -1.88483, -3.72205], [-2.17180, -1.08040, -4.25847], [-1.62381, -3.40638, -3.90275], [-0.70951, -3.82031, -4.34443], [-2.86804, -3.70712, -4.75729], [-2.60454, -4.18226, -5.69910], [-3.37608, -2.76503, -4.96916], [-3.72128, -4.60958, -3.86331], [-4.78730, -4.42640, -3.97054], [-3.20382, -4.24476, -2.47409], [-3.33316, -5.02973, -1.72808], [-1.81541, -4.04628, -2.64363], [-3.67980, -3.31942, -2.11794], [-3.51639, -5.66084, -4.06929], [0.48957, -2.34364, -2.18568], [1.52552, -2.07481, -2.41992], [0.23866, -2.08860, -0.69803], [-0.79458, -2.39677, -0.45624], [0.92952, -2.69722, -0.10992], [0.32125, -3.39481, -2.40319], [0.84399, 0.17495, -2.91834], [-0.88219, 0.48087, -3.27195], [-1.48036, -0.06554, -0.93969], [-0.20929, 1.19256, -0.95471], [0.99483, -1.16430, 1.54044], [-0.62406, -0.43138, 1.40420]],
  "atomic_forces_ev_per_a": [[0.2, 0.2, -0.2], [-0.2, -0.3, 0.3], [-0.2, -0.3, 0.2], [0.1, 0.3, 0.1], [0.0, -0.1, -0.1], [0.0, 0.1, 0.4], [0.0, -0.1, -0.1], [0.1, 0.2, 0.0], [0.1, 0.0, -0.2], [-0.1, -0.1, 0.1], [0.0, 0.0, 0.1], [0.0, 0.0, 0.0], [0.1, 0.1, 0.0], [0.0, 0.0, 0.0], [0.1, 0.1, -0.2], [0.0, -0.1, -0.4], [0.0, 0.0, 0.3], [0.1, 0.2, -0.2], [-0.3, 0.4, 0.1], [0.3, 0.3, 0.1], [-0.1, -0.4, -0.1], [-0.2, 0.2, -0.1], [0.0, 0.1, -0.4], [-0.1, 0.1, 0.1], [0.0, 0.1, 0.0], [0.0, 0.0, 0.0], [0.1, -0.1, 0.0], [0.2, 0.0, 0.2], [-0.1, 0.0, 0.0], [-0.5, -0.1, 0.0], [0.0, 0.1, 0.0], [0.3, 0.0, 0.0], [0.0, -0.1, 0.0], [-0.1, 0.0, 0.0], [0.0, -0.4, 0.3], [0.0, -0.1, 0.0], [0.1, -0.2, -0.2], [0.1, 0.0, 0.0], [0.0, 0.0, 0.0], [0.1, 0.1, 0.0], [0.0, 0.0, 0.0], [0.1, 0.0, 0.1], [0.0, 0.0, 0.0], [-0.1, 0.0, 0.0], [-0.1, 0.0, 0.0], [0.1, 0.0, 0.0]],
  "fmax_ev_per_a": 0.50,
  "homo_ev": -8.547,
  "homo_lumo_gap_ev": 9.079,
  "e_above_lowest_kj_mol": 4.73,
  "e_lumo_ev": 0.53,
  "charge": 0,
  "e_tot_ev": -31316.81988,
  "smiles": "O=C(CN1CCN(C(=O)[C@@H]2CCCO2)CC1)Nc1ccc(F)cc1"
}

---

(2)
{
  "formula": "C17H22N2O3",
  "method": "ωB97M-V with the def2-TZVPD basis set",
  "elements": ["C", "C", "C", "H", "H", "C", "C", "N", "C", "C", "C", "C", "C", "C", "O", "H", "H", "C", "O", "N", "C", "H", "C", "H", "H", "C", "C", "C", "H", "H", "H", "H", "O", "H", "H", "H", "H", "H", "H", "H", "H", "H", "H", "H"],
  "coordinates": [[6.76129, 3.43305, 0.55624], [5.32099, 3.72836, 0.95618], [4.35128, 2.72535, 0.33807], [4.61184, 1.71645, 0.66479], [4.43498, 2.75926, -0.75038], [2.90026, 3.02166, 0.73993], [1.97734, 2.03945, 0.12505], [1.34850, 1.09574, 0.73538], [0.64874, 0.43042, -0.24633], [-0.20185, -0.66301, -0.19265], [-0.76056, -1.09253, -1.38663], [-0.46421, -0.46154, -2.59967], [0.37625, 0.63378, -2.66794], [0.92284, 1.06582, -1.47513], [1.77264, 2.09270, -1.21934], [0.60146, 1.12242, -3.60191], [-0.90699, -0.85146, -3.50330], [-1.61612, -2.32491, -1.41689], [-1.22069, -3.35050, -1.94007], [-2.83791, -2.22790, -0.84431], [-3.41354, -1.04263, -0.25703], [-2.73306, -0.20038, -0.38051], [-3.71510, -1.27516, 1.22320], [-4.19565, -0.39730, 1.65394], [-2.79127, -1.45865, 1.77251], [-4.62525, -2.49201, 1.39451], [-3.97992, -3.70809, 0.72048], [-3.68185, -3.39865, -0.74546], [-3.15230, -4.22649, -1.22022], [-4.61872, -3.21442, -1.28559], [-3.05049, -3.94663, 1.24122], [-4.64265, -4.57420, 0.78436], [-4.81968, -2.68897, 2.77795], [-5.31984, -3.50097, 2.91351], [-5.59616, -2.28688, 0.90877], [-4.34943, -0.81426, -0.78496], [-0.40376, -1.15955, 0.74233], [2.63026, 4.02535, 0.40380], [2.78774, 2.96125, 1.82203], [5.23089, 3.69342, 2.04394], [5.05377, 4.73697, 0.63278], [6.87573, 3.48315, -0.52435], [7.43836, 4.15470, 1.00678], [7.05186, 2.43780, 0.88489]],
  "atomic_forces_ev_per_a": [[-0.2, 0.1, 0.1], [0.1, -0.2, -0.2], [0.0, 0.3, 0.2], [0.0, -0.1, -0.1], [0.0, -0.1, 0.0], [0.2, -0.1, -0.4], [-0.3, -0.2, 0.6], [0.3, 0.3, 0.6], [0.0, 0.3, -1.1], [0.1, 0.2, -0.2], [0.2, -0.1, -0.1], [-0.1, -0.1, 0.1], [0.3, 0.3, 0.0], [-0.6, -1.0, 0.6], [0.2, 0.3, -0.3], [0.0, 0.0, -0.1], [0.0, 0.0, -0.1], [0.1, 0.1, -0.1], [0.2, -0.2, -0.2], [-0.2, -0.1, 0.1], [0.0, 0.3, 0.3], [-0.2, -0.1, 0.0], [-0.4, -0.2, -0.1], [0.0, 0.1, 0.0], [0.1, 0.0, 0.0], [0.3, 0.0, -0.4], [-0.2, 0.3, 0.0], [0.1, -0.5, 0.0], [-0.2, 0.1, 0.0], [0.1, 0.0, 0.0], [0.0, 0.0, 0.0], [0.0, 0.0, 0.0], [0.0, 0.0, 0.3], [0.0, 0.0, 0.0], [0.2, 0.0, 0.0], [0.1, 0.1, 0.0], [-0.1, -0.1, 0.2], [0.0, 0.0, 0.1], [-0.1, 0.0, -0.1], [-0.1, 0.1, 0.0], [-0.1, 0.1, 0.1], [0.1, 0.0, -0.1], [0.1, 0.0, 0.0], [0.1, -0.1, 0.0]],
  "fmax_ev_per_a": 1.29,
  "homo_ev": -8.806,
  "homo_lumo_gap_ev": 9.606,
  "e_above_lowest_kj_mol": 124.46,
  "e_lumo_ev": 0.80,
  "charge": 0,
  "e_tot_ev": -27109.76837,
  "smiles": "CCCCc1nc2cc(C(=O)N3CCC(O)CC3)ccc2o1"
}